1.
A structure of composition C31H35ClDyN2Si2 at a distorted geometry. Source: the Open Molecules 2025 dataset; level of theory: the ωB97M-V functional and the def2-TZVPD basis.

Its HOMO energy (alpha / beta) is -9.46 / -9.47 eV. The orbital gap (alpha / beta) is 5.2 / 5.2 eV. The value obtained for the total energy is -88049.4920 eV. Its multiplicity is 6. Its expectation value of S² is 9.342. Its LUMO energy (alpha / beta) is -4.261 / -4.264 eV. As for the total charge: +1.

Positions of all 72 atoms, in Å:
C 3.060 -2.087 2.823
C 3.005 -2.244 1.402
C 2.916 -0.941 0.813
H 3.077 -3.194 0.861
C 2.924 0.023 1.871
C 3.037 -0.684 3.107
H 3.218 -0.221 4.071
H 3.246 -2.876 3.546
H 2.919 -0.701 -0.254
H 2.928 1.109 1.756
Dy 0.814 -1.254 2.117
Si 0.280 -0.379 -1.765
C -0.920 -1.184 -3.020
C -2.049 -0.509 -3.490
H -2.314 0.469 -3.089
C -2.882 -1.073 -4.463
H -3.780 -0.536 -4.791
C -2.551 -2.320 -5.002
H -3.194 -2.774 -5.753
C -1.390 -2.988 -4.580
H -1.107 -3.951 -5.016
C -0.584 -2.417 -3.584
H 0.316 -2.936 -3.248
C 0.501 1.228 -2.829
C 0.826 0.877 -4.161
H 1.147 -0.150 -4.395
C 0.636 1.777 -5.213
H 0.756 1.430 -6.247
C 0.279 3.104 -4.940
H 0.119 3.811 -5.758
C 0.157 3.510 -3.608
H -0.048 4.552 -3.365
C 0.286 2.582 -2.563
H 0.196 2.942 -1.538
H 1.603 -1.038 -1.934
Si -2.186 2.079 -0.190
C -0.769 3.023 0.681
C 0.625 2.756 0.738
H 1.049 1.827 0.338
C 1.520 3.706 1.233
H 2.589 3.470 1.244
C 1.056 4.949 1.665
H 1.767 5.697 2.004
C -0.325 5.207 1.699
H -0.696 6.170 2.060
C -1.224 4.244 1.236
H -2.298 4.440 1.300
C -1.813 0.282 -0.344
C -0.433 -0.259 -0.089
H 0.135 0.333 0.644
C -0.218 -1.718 -0.126
H 0.805 -2.160 -0.028
C -1.343 -2.574 -0.091
H -1.181 -3.647 0.056
C -2.603 -2.050 -0.302
H -3.465 -2.723 -0.372
C -2.831 -0.671 -0.437
H -3.861 -0.314 -0.545
H -3.274 2.204 0.677
Cl -1.580 -0.392 2.663
N 0.641 -0.492 4.539
C 0.587 -1.664 5.453
C -0.276 -2.768 4.838
N 0.296 -3.167 3.509
H 1.272 0.235 4.880
H -0.304 -0.077 4.444
H 1.617 -2.006 5.636
H 0.174 -1.353 6.427
H -0.310 -3.631 5.512
H -1.299 -2.404 4.675
H 1.103 -3.785 3.630
H -0.373 -3.728 2.979

***

2.
A cluster of 11 separate species, C39H84O27S9 in total at a distorted geometry. Source: the Open Molecules 2025 dataset; level of theory: the ωB97M-V functional and the def2-TZVPD basis.

Its HOMO energy is -9.29 eV. The orbital gap is 9.1 eV. The value obtained for the total energy is -194598.7085 eV. Its multiplicity is 1. Its LUMO energy is -0.148 eV. Its SMILES is CCOS(C)(=O)=O.CCOS(C)(=O)=O.CCOS(C)(=O)=O.CCOS(C)(=O)=O.CCOS(C)(=O)=O.CCOS(C)(=O)=O.CCOS(C)(=O)=O.CCOS(C)(=O)=O.CCOS(C)(=O)=O.c1ccccc1.c1ccccc1.

Positions of all 159 atoms, in Å:
O -32.185 -4.237 8.959
S -31.161 -3.600 9.747
O -31.285 -2.196 10.088
O -31.084 -4.464 11.124
C -30.604 -3.780 12.281
C -30.970 -4.713 13.453
C -29.588 -3.948 9.055
H -31.051 -2.801 12.449
H -29.523 -3.626 12.203
H -32.024 -4.611 13.710
H -30.395 -4.508 14.356
H -30.819 -5.745 13.140
H -29.707 -3.746 7.990
H -29.362 -5.007 9.157
H -28.826 -3.314 9.499
O -24.778 -3.948 5.347
S -24.946 -2.663 5.932
O -23.839 -1.726 6.083
O -26.097 -1.878 5.063
C -27.230 -2.613 4.511
C -27.154 -2.413 3.009
C -25.892 -2.876 7.463
H -28.044 -2.100 5.019
H -27.238 -3.696 4.647
H -26.336 -2.948 2.536
H -27.141 -1.361 2.721
H -28.100 -2.751 2.567
H -25.202 -3.324 8.177
H -26.695 -3.531 7.138
H -26.154 -1.882 7.813
O -26.959 -6.183 5.627
S -27.266 -7.025 6.748
O -28.242 -6.633 7.745
O -27.641 -8.557 6.267
C -28.570 -9.359 7.003
C -27.800 -10.527 7.598
C -25.611 -7.438 7.331
H -29.337 -9.773 6.351
H -29.122 -8.917 7.832
H -27.554 -11.261 6.830
H -28.294 -11.026 8.436
H -26.887 -10.275 8.153
H -25.582 -8.017 8.250
H -25.308 -6.400 7.477
H -25.083 -8.008 6.577
O -33.392 -15.386 6.503
S -33.014 -15.527 7.891
O -32.319 -16.703 8.332
O -31.976 -14.329 8.340
C -32.364 -12.996 8.058
C -31.191 -12.135 7.742
C -34.381 -15.076 8.981
H -32.816 -12.574 8.970
H -33.146 -12.823 7.313
H -30.745 -12.368 6.764
H -30.319 -12.281 8.388
H -31.286 -11.053 7.654
H -34.922 -14.239 8.552
H -33.879 -14.709 9.878
H -34.941 -15.942 9.321
O -33.357 -7.280 6.229
S -32.102 -7.920 6.006
O -31.572 -8.920 6.916
O -32.048 -8.504 4.508
C -30.931 -9.292 4.037
C -31.123 -9.502 2.563
C -30.789 -6.654 5.877
H -30.858 -10.243 4.571
H -29.998 -8.778 4.284
H -32.144 -9.680 2.231
H -30.493 -10.299 2.162
H -30.760 -8.642 1.990
H -29.837 -7.161 5.748
H -30.798 -6.103 6.813
H -31.028 -6.022 5.025
O -28.740 -12.961 2.315
S -28.323 -12.574 3.632
O -29.290 -12.300 4.669
O -27.302 -13.712 4.197
C -26.660 -13.505 5.435
C -25.918 -14.738 5.864
C -27.205 -11.187 3.470
H -27.364 -13.255 6.243
H -26.025 -12.611 5.451
H -26.502 -15.659 5.869
H -25.350 -14.702 6.789
H -25.187 -14.881 5.055
H -27.293 -10.681 4.431
H -27.739 -10.535 2.779
H -26.246 -11.571 3.155
O -26.154 -5.849 10.092
S -25.018 -5.591 10.941
O -23.696 -5.951 10.476
O -24.982 -3.984 11.206
C -23.896 -3.478 12.013
C -23.815 -1.990 11.678
C -25.364 -6.201 12.564
H -22.942 -3.925 11.728
H -24.018 -3.706 13.072
H -24.635 -1.384 12.055
H -23.776 -1.873 10.595
H -22.863 -1.602 12.045
H -26.437 -6.028 12.681
H -24.878 -5.586 13.312
H -25.253 -7.280 12.617
O -23.386 -9.844 5.409
S -23.488 -9.425 4.022
O -24.767 -9.268 3.405
O -22.694 -8.054 3.824
C -21.499 -7.772 4.565
C -20.583 -7.028 3.586
C -22.544 -10.505 2.937
H -21.112 -8.724 4.932
H -21.685 -7.104 5.407
H -20.245 -7.770 2.859
H -19.697 -6.533 3.972
H -21.251 -6.300 3.128
H -22.759 -10.260 1.903
H -22.787 -11.531 3.197
H -21.503 -10.263 3.150
O -28.153 -13.447 9.217
S -28.633 -13.398 10.572
O -29.567 -12.402 11.040
O -29.189 -14.876 10.974
C -30.453 -15.268 10.390
C -30.833 -16.610 10.932
C -27.223 -13.438 11.650
H -30.296 -15.453 9.325
H -31.193 -14.496 10.591
H -30.849 -16.632 12.027
H -30.114 -17.363 10.608
H -31.828 -16.918 10.615
H -27.376 -14.059 12.527
H -26.972 -12.405 11.880
H -26.349 -13.847 11.146
C -24.287 -11.753 10.050
C -23.737 -11.799 11.313
C -23.268 -13.019 11.811
C -23.375 -14.210 11.096
C -24.073 -14.217 9.882
C -24.435 -12.980 9.392
H -24.519 -10.867 9.476
H -23.527 -10.890 11.865
H -22.701 -13.000 12.733
H -22.856 -15.063 11.512
H -24.023 -15.149 9.334
H -24.780 -12.889 8.367
C -27.887 -7.772 1.212
C -28.475 -7.489 -0.001
C -29.434 -6.491 -0.051
C -29.781 -5.727 1.046
C -29.196 -6.036 2.281
C -28.266 -7.052 2.359
H -27.024 -8.417 1.327
H -28.232 -8.085 -0.871
H -30.024 -6.418 -0.960
H -30.363 -4.819 0.967
H -29.457 -5.557 3.217
H -27.795 -7.378 3.278

***

3.
A cluster of 6 separate species, C26H50BNO20 in total at a distorted geometry. Source: the Open Molecules 2025 dataset; level of theory: the ωB97M-V functional and the def2-TZVPD basis.

Its HOMO energy is -4.15 eV. The orbital gap is 5.9 eV. The value obtained for the total energy is -70889.1868 eV. Its multiplicity is 2. Its expectation value of S² is 0.754. Its LUMO energy is 1.726 eV. As for the total charge: -1.

Positions of all 98 atoms, in Å:
C -1.689 4.916 -3.839
C -0.056 4.833 -3.805
C 0.444 6.359 -3.882
C 0.370 4.084 -5.161
C 1.378 2.848 -4.984
C 0.681 1.400 -4.974
B -0.724 1.312 -4.174
O -0.845 1.296 -2.721
O -1.960 1.296 -4.954
C 2.327 2.864 -6.310
O 1.833 3.193 -7.456
O 3.674 2.582 -6.262
C 2.369 3.080 -3.744
C 1.713 3.729 -2.433
C 1.769 2.569 -1.284
C 2.698 4.891 -1.902
N 0.284 4.120 -2.545
O -0.163 4.764 -1.494
H -1.974 5.762 -3.109
H -2.150 3.911 -3.531
H -1.969 5.218 -4.905
H -0.242 7.038 -4.499
H 0.579 6.823 -2.840
H 1.483 6.392 -4.376
H -0.583 3.802 -5.744
H 0.888 4.878 -5.820
H 1.448 0.634 -4.570
H 0.487 1.091 -6.065
H -1.789 1.561 -2.580
H -2.137 0.332 -5.084
H 2.782 2.038 -3.464
H 3.308 3.694 -4.014
H 1.534 1.532 -1.710
H 2.845 2.520 -0.866
H 1.108 2.841 -0.381
H 2.245 5.562 -1.103
H 3.678 4.396 -1.588
H 2.937 5.548 -2.821
C 0.094 0.080 1.341
O 0.958 0.905 2.124
C 0.857 0.712 3.447
O 0.122 -0.074 3.998
O 1.716 1.544 4.055
C 1.715 1.446 5.479
H 0.261 0.323 0.291
H 0.327 -0.976 1.493
H -0.953 0.283 1.580
H 2.014 0.444 5.796
H 0.734 1.702 5.882
H 2.444 2.160 5.862
C -2.780 0.178 4.567
O -3.787 -0.322 5.450
C -3.403 -0.405 6.733
O -2.321 -0.102 7.171
O -4.437 -0.886 7.447
C -4.169 -1.029 8.840
H -3.201 0.202 3.561
H -2.493 1.194 4.845
H -1.912 -0.481 4.561
H -3.937 -0.061 9.290
H -3.354 -1.737 9.005
H -5.069 -1.423 9.313
C -1.895 -4.464 -6.742
O -0.765 -4.097 -7.529
C -0.529 -2.773 -7.571
O -1.179 -1.921 -7.015
O 0.551 -2.568 -8.338
C 0.919 -1.194 -8.473
H -1.988 -5.550 -6.779
H -1.752 -4.165 -5.701
H -2.808 -4.024 -7.148
H 1.170 -0.766 -7.501
H 0.118 -0.626 -8.950
H 1.802 -1.145 -9.110
C 5.674 -4.500 2.461
O 4.677 -4.170 3.425
C 3.688 -3.394 2.949
O 3.594 -2.979 1.821
O 2.824 -3.160 3.950
C 1.714 -2.340 3.584
H 6.418 -5.128 2.953
H 5.239 -5.065 1.633
H 6.170 -3.599 2.094
H 1.122 -2.819 2.801
H 2.054 -1.355 3.263
H 1.083 -2.217 4.464
C -1.933 -7.401 6.879
O -2.126 -6.418 5.864
C -2.993 -5.447 6.195
O -3.590 -5.356 7.240
O -3.080 -4.597 5.161
C -3.975 -3.505 5.374
H -1.216 -8.131 6.503
H -1.522 -6.946 7.783
H -2.870 -7.917 7.098
H -3.646 -2.897 6.217
H -4.993 -3.866 5.532
H -3.965 -2.885 4.478

***

4.
A cluster of 2 separate species, C4H11N2O in total at a distorted geometry. Source: the Open Molecules 2025 dataset; level of theory: the ωB97M-V functional and the def2-TZVPD basis.

Its HOMO energy is -14.68 eV. The orbital gap is 11.3 eV. The value obtained for the total energy is -9346.4897 eV. Its multiplicity is 1. For the energy above the lowest of the compared OMol25 structures with the same formula, charge and spin, the calculation gives 228.4 kJ/mol. Its LUMO energy is -3.414 eV. As for the total charge: +1.

Positions of all 18 atoms, in Å:
C 2.046 -1.231 -0.347
C 0.303 2.028 0.476
C 0.598 0.695 -0.150
C -1.863 -0.982 0.329
N 1.536 -0.012 0.315
N -2.692 -0.486 -0.601
O -0.924 -0.356 0.817
H 3.064 -0.935 -0.470
H 2.002 -2.207 0.349
H 0.435 2.084 1.547
H -0.811 2.232 0.255
H 0.891 2.974 0.090
H 0.096 0.397 -0.999
H -2.004 -1.978 0.557
H -2.844 0.362 -1.054
H 1.691 0.110 1.305
H -3.192 -1.227 -1.128
H 1.668 -1.467 -1.293

***

5.
A cluster of 2 separate species, C2H3Cl3OSi in total at a distorted geometry. Source: the Open Molecules 2025 dataset; level of theory: the ωB97M-V functional and the def2-TZVPD basis.

Its HOMO energy is -10.50 eV. The orbital gap is 10.4 eV. The value obtained for the total energy is -49612.1459 eV. Its multiplicity is 1. For the energy above the lowest of the compared OMol25 structures with the same formula, charge and spin, the calculation gives 552.9 kJ/mol. Its LUMO energy is -0.117 eV.

Positions of all 10 atoms, in Å:
C 0.267 1.301 -1.560
C -0.722 -0.527 0.057
O -0.581 1.761 -2.114
Si 1.072 -0.132 0.976
Cl -1.735 0.854 -0.047
Cl -0.693 -1.254 -1.529
Cl -1.733 -1.799 1.208
H 0.512 0.391 2.180
H 1.901 0.776 0.159
H 1.712 -1.370 0.670

***

6.
A structure of composition C25H36ClIOP3W at a distorted geometry. Source: the Open Molecules 2025 dataset; level of theory: the ωB97M-V functional and the def2-TZVPD basis.

Its HOMO energy (alpha / beta) is -15.62 / -15.63 eV. The orbital gap (alpha / beta) is 4.1 / 4.1 eV. The value obtained for the total energy is -78839.1976 eV. Its multiplicity is 3. Its expectation value of S² is 2.062. For the energy above the lowest of the compared OMol25 structures with the same formula, charge and spin, the calculation gives 707.8 kJ/mol. Its LUMO energy (alpha / beta) is -11.534 / -11.510 eV. As for the total charge: +3.

Positions of all 68 atoms, in Å:
C -0.472 0.215 -0.986
I 1.419 -0.049 -0.212
H -0.143 0.246 -2.064
H -0.837 1.156 -0.475
H -1.043 -0.755 -0.809
W 1.106 0.202 -5.196
P 0.777 2.094 -3.557
C 0.590 3.093 -1.960
C 2.465 2.730 -3.830
H 2.343 3.824 -3.716
H 0.175 4.320 -4.252
H 2.785 2.453 -4.847
H -0.118 3.158 -5.629
H 1.305 2.780 -1.179
H 3.131 2.334 -3.043
C -0.218 3.325 -4.549
H 0.815 4.128 -2.267
H -1.279 3.270 -4.257
H -0.439 3.069 -1.556
P 0.755 -1.941 -3.663
C 0.552 -3.002 -2.081
C -0.255 -3.126 -4.716
H 2.776 -2.243 -4.976
H 2.352 -3.694 -3.952
H 3.113 -2.240 -3.168
C 2.450 -2.591 -3.981
H -0.160 -2.876 -5.788
H 0.126 -4.149 -4.504
H 0.466 -4.041 -2.452
H -0.347 -2.736 -1.503
H -1.315 -3.070 -4.403
H 1.449 -2.909 -1.449
Cl -0.249 0.123 -6.962
O -0.989 -1.560 1.037
P -0.864 -0.624 2.220
C 0.675 0.361 2.239
C 1.917 -0.328 2.339
C 3.107 0.391 2.413
C 3.084 1.788 2.384
C 1.859 2.466 2.262
C 0.682 1.767 2.214
C -2.196 0.608 2.372
C -2.816 0.840 3.618
C -3.827 1.806 3.731
C -4.265 2.485 2.585
C -3.751 2.166 1.334
C -2.761 1.182 1.218
C -0.823 -1.788 3.560
C -1.210 -3.110 3.290
C -1.072 -4.108 4.250
C -0.577 -3.755 5.508
C -0.244 -2.439 5.800
C -0.365 -1.450 4.833
H 1.837 -1.406 2.368
H 4.018 -0.205 2.528
H 4.024 2.347 2.511
H 1.778 3.557 2.271
H -0.298 2.235 2.240
H -2.427 0.233 4.440
H -4.189 2.123 4.714
H -4.918 3.358 2.644
H -3.990 2.725 0.417
H -2.440 0.885 0.217
H -1.559 -3.340 2.294
H -1.267 -5.164 4.039
H -0.343 -4.513 6.251
H 0.197 -2.192 6.761
H -0.063 -0.436 5.079

***

7.
The ion C6H6NO3S with charge -1 at a distorted geometry. Source: the Open Molecules 2025 dataset; level of theory: the ωB97M-V functional and the def2-TZVPD basis.

Its HOMO energy (alpha / beta) is 0.72 / -5.28 eV. The orbital gap (alpha / beta) is 2.7 / 8.5 eV. The value obtained for the total energy is -24783.2425 eV. Its multiplicity is 3. Its expectation value of S² is 2.016. For the energy above the lowest of the compared OMol25 structures with the same formula, charge and spin, the calculation gives 13.9 kJ/mol. Its LUMO energy (alpha / beta) is 3.444 / 3.251 eV. As for the total charge: -1.

Positions of all 17 atoms, in Å:
C -3.528 0.566 0.520
C -3.485 -0.803 0.670
C -1.406 0.349 -0.101
C -0.036 0.638 -0.361
C 3.290 -1.267 -0.245
C 2.566 0.050 -0.363
N -2.356 1.225 0.190
O 0.226 1.967 -0.828
O 1.184 -0.179 -0.322
O 3.114 1.174 -0.356
S -1.843 -1.343 0.190
H -4.475 1.190 0.802
H -4.159 -1.513 0.952
H 3.417 -1.454 0.848
H 4.309 -1.209 -0.689
H 2.734 -2.074 -0.752
H 0.449 2.681 -0.155